This record from OMol25 describes a molecular structure, C68H91BN11O4P2Y in a non-equilibrium geometry. The level of theory is ωB97M-V/def2-TZVPD.

Calculated values
Lowest unoccupied orbital energy in eV: 3.564
Relative energy (zero: lowest compared OMol25 entry of this formula, charge and spin) in kJ/mol: 0.0
Gap between HOMO and LUMO in Ha: 0.225
HOMO level in eV: -2.547
Spin multiplicity: 1
Total charge: -2

Structure (XYZ):
```
178
Properties=species:S:1:pos:R:3:forces:R:3:lowdin_charge:R:1
Y -0.26339 0.71470 0.33345 -2.867 -1.936 -0.719 1.491
C -1.32235 4.69414 -0.70220 -0.020 -0.020 -0.069 -0.086
N -1.12594 3.68698 -1.73363 0.040 -0.010 0.111 -0.244
C -0.12087 4.08760 -2.69030 0.057 0.033 0.080 -0.098
C -2.38800 3.32298 -2.33989 0.042 -0.020 0.030 -0.213
C -3.19333 2.38077 -1.46866 0.187 0.124 0.073 -0.182
N -2.57790 1.07232 -1.27295 0.107 -0.351 0.169 -0.160
C -3.51741 0.24157 -0.50657 -0.031 0.198 0.155 -0.162
C -3.84937 0.63194 0.92205 0.039 -0.051 -0.073 -0.129
C -4.92129 -0.07224 1.46067 -0.064 0.069 -0.071 -0.003
C -5.32264 0.07897 2.77918 0.107 -0.112 0.039 -0.181
C -4.62835 1.03591 3.51204 -0.003 0.065 0.045 -0.016
C -3.55415 1.77674 3.02474 0.134 0.207 0.115 -0.076
C -3.05906 1.49881 1.71497 -0.239 -0.056 0.028 -0.306
O -1.94399 2.00700 1.22646 0.529 -0.536 0.084 -0.248
C -3.01629 2.88425 3.96352 0.043 0.042 -0.118 -0.519
C -1.85182 3.71349 3.39981 -0.011 -0.136 -0.037 -0.061
C -2.54452 2.28802 5.29722 -0.060 -0.129 0.016 -0.050
C -4.17282 3.86501 4.23973 -0.036 -0.018 0.080 -0.065
C -6.36206 -0.82300 3.45491 0.096 0.031 -0.048 -0.557
C -7.12573 -1.66799 2.43184 0.077 0.030 -0.039 -0.075
C -5.62870 -1.77639 4.41468 -0.017 0.055 0.045 -0.051
C -7.37901 0.00292 4.25124 -0.070 0.040 -0.030 -0.067
C -2.31336 0.44182 -2.58745 0.026 -0.085 0.082 -0.146
C -2.17209 -1.05145 -2.55678 0.085 0.056 -0.121 -0.172
C -3.28555 -1.83251 -2.80489 0.036 -0.052 -0.021 -0.024
C -3.22866 -3.21728 -2.73217 -0.030 0.086 -0.032 -0.185
C -1.95292 -3.75699 -2.65629 0.002 -0.127 0.036 -0.017
C -0.77558 -3.01842 -2.52806 0.168 0.135 0.074 -0.082
C -0.90564 -1.60848 -2.23319 0.162 -0.163 0.035 -0.323
O 0.01632 -0.81610 -1.71844 -0.112 0.017 0.418 -0.227
C 0.49588 -3.80303 -2.96430 -0.010 0.199 0.004 -0.501
C 0.51155 -5.25317 -2.45577 -0.041 -0.075 -0.005 -0.059
C 1.85520 -3.17627 -2.59926 -0.251 0.006 0.037 -0.050
C 0.40083 -3.86173 -4.50265 0.104 -0.168 -0.044 -0.058
C -4.50697 -4.04777 -2.71197 -0.043 -0.025 0.096 -0.559
C -4.21318 -5.53694 -2.51899 0.037 -0.004 0.018 -0.074
C -5.29674 -3.86895 -4.01354 -0.016 0.037 -0.045 -0.061
C -5.36972 -3.58534 -1.52173 0.070 -0.011 0.029 -0.052
H -1.82431 5.59059 -1.11237 -0.056 0.012 -0.060 0.086
H -0.36440 4.98005 -0.28362 -0.110 -0.036 -0.042 0.051
H -1.91737 4.28038 0.11387 0.072 0.026 -0.039 0.073
H -0.34902 5.05234 -3.18026 -0.028 0.034 -0.024 0.081
H -0.01636 3.32743 -3.46778 -0.011 -0.013 0.032 0.076
H 0.84189 4.18189 -2.17930 -0.043 0.016 -0.034 0.076
H -2.20245 2.86520 -3.31129 0.038 -0.003 -0.043 0.100
H -3.01155 4.21499 -2.52317 -0.028 0.103 -0.076 0.116
H -4.17804 2.24619 -1.94373 -0.121 -0.050 -0.029 0.125
H -3.35266 2.83056 -0.48857 -0.017 -0.058 -0.026 0.110
H -3.11635 -0.76246 -0.47659 0.012 -0.170 -0.026 0.075
H -4.47143 0.18166 -1.05645 -0.072 0.003 -0.067 0.124
H -5.42614 -0.77928 0.80632 0.051 0.039 0.054 0.103
H -4.93788 1.21331 4.53890 0.056 0.008 -0.080 0.091
H -2.13203 4.23093 2.47895 0.037 -0.045 0.048 0.079
H -1.56100 4.46006 4.15045 -0.056 -0.037 -0.038 0.078
H -0.98503 3.09550 3.17131 -0.006 0.052 0.005 0.068
H -1.70382 1.60929 5.14266 -0.026 0.076 0.043 0.054
H -3.34403 1.73303 5.80164 0.086 0.082 -0.038 0.070
H -2.21110 3.09002 5.96613 -0.018 -0.050 -0.024 0.080
H -4.56707 4.26113 3.29938 0.027 0.019 0.050 0.085
H -3.81926 4.70201 4.85611 -0.028 -0.074 -0.068 0.075
H -4.99728 3.37665 4.77021 0.068 0.066 -0.064 0.068
H -6.44947 -2.35274 1.91149 -0.096 0.051 0.018 0.080
H -7.62076 -1.03234 1.68993 0.029 -0.079 0.033 0.084
H -7.88890 -2.26559 2.94011 0.024 0.014 -0.014 0.075
H -4.85020 -2.32737 3.88626 0.034 -0.032 -0.026 0.067
H -6.32859 -2.49362 4.86592 0.053 0.101 -0.021 0.076
H -5.14210 -1.20977 5.21562 -0.046 -0.061 -0.042 0.079
H -7.93037 0.68036 3.59038 0.039 -0.043 0.059 0.084
H -6.89545 0.60377 5.02497 -0.034 -0.029 -0.051 0.067
H -8.09698 -0.66277 4.74507 0.027 0.049 -0.025 0.074
H -1.39442 0.87659 -2.98541 0.001 0.028 -0.017 0.113
H -3.13716 0.68631 -3.27367 -0.119 0.025 -0.068 0.121
H -4.22692 -1.32838 -3.01068 0.001 -0.008 0.085 0.111
H -1.85347 -4.83589 -2.73882 -0.048 0.248 0.016 0.083
H 0.39405 -5.28672 -1.37193 0.047 -0.069 -0.248 0.053
H 1.47623 -5.70611 -2.70986 -0.037 0.003 0.002 0.085
H -0.27149 -5.86774 -2.91207 0.153 0.025 0.033 0.069
H 2.20575 -3.55571 -1.63954 0.020 0.069 -0.043 0.062
H 1.78341 -2.09545 -2.53215 -0.010 0.180 -0.041 0.061
H 2.59882 -3.44001 -3.35786 0.007 -0.031 0.003 0.077
H -0.53733 -4.33582 -4.81178 0.116 0.079 0.015 0.078
H 1.24263 -4.43342 -4.92170 -0.109 0.071 0.067 0.076
H 0.42780 -2.85597 -4.91508 0.007 0.160 -0.112 0.082
H -3.63575 -5.94607 -3.35467 -0.041 0.011 0.062 0.079
H -5.15346 -6.09323 -2.45120 0.031 0.017 -0.009 0.076
H -3.65183 -5.69915 -1.59345 -0.047 -0.020 -0.098 0.090
H -4.70749 -4.21417 -4.86881 -0.038 0.032 0.035 0.081
H -5.55009 -2.81745 -4.17851 0.019 -0.089 0.000 0.073
H -6.22975 -4.44394 -3.97840 0.034 0.041 -0.014 0.074
H -4.81446 -3.71397 -0.58670 -0.056 0.036 -0.059 0.082
H -6.30118 -4.16277 -1.46674 0.057 0.028 -0.010 0.076
H -5.62575 -2.52538 -1.60845 0.006 -0.073 0.000 0.072
N -0.98551 -1.00464 3.83077 -0.041 0.158 -0.173 0.153
C -1.52835 -1.61101 2.72319 -0.011 -0.145 -0.063 -0.471
N -2.29750 -2.68255 2.81544 -0.241 -0.212 -0.030 0.031
N -2.61550 -2.97676 1.53505 0.153 0.226 0.079 -0.065
N -2.05627 -2.13636 0.73414 0.108 -0.096 0.332 -0.060
N -1.34249 -1.23041 1.46268 -0.075 -0.046 -0.251 -0.031
C -0.02172 -0.02812 3.79188 0.169 -0.204 -0.113 -0.501
N 0.49197 0.51245 4.88271 0.111 0.035 0.203 0.030
N 1.43690 1.35802 4.41710 -0.048 -0.042 -0.094 -0.059
N 1.48379 1.31203 3.13284 -0.144 0.009 0.210 -0.051
N 0.56047 0.42271 2.68056 -0.148 0.471 -0.298 -0.048
H -1.32090 -1.29943 4.72697 -0.023 -0.021 0.103 0.132
C 4.98877 0.08001 -0.88288 -0.480 -0.062 0.069 -0.378
C 4.11864 -1.16989 -0.52702 -0.020 0.478 -0.126 -0.335
P 2.68575 -0.98704 0.70348 0.585 -0.383 -0.486 1.110
C 3.62850 -0.91694 2.29299 -0.209 0.100 0.198 -0.362
C 2.97629 -1.38693 3.44196 0.056 0.101 -0.052 -0.121
C 3.53109 -1.22708 4.69972 0.000 -0.023 0.008 -0.088
C 4.77324 -0.61873 4.84446 -0.026 -0.012 -0.056 -0.102
C 5.45068 -0.18676 3.71610 -0.031 -0.030 0.018 -0.100
C 4.88211 -0.33423 2.45345 0.065 -0.012 -0.083 -0.099
C 2.23842 -2.78441 0.81793 -0.005 0.035 0.086 -0.375
C 3.12192 -3.74996 1.30772 -0.053 -0.061 -0.036 -0.106
C 2.69308 -5.05069 1.53477 0.015 0.093 -0.041 -0.093
C 1.36872 -5.40249 1.28648 0.050 -0.015 0.017 -0.093
C 0.49379 -4.46527 0.76186 0.014 0.112 0.187 -0.097
C 0.93718 -3.17054 0.51119 0.056 0.018 0.130 -0.113
P 4.68229 1.18650 -2.37412 0.133 -0.511 0.142 1.099
C 4.09428 0.15128 -3.79812 -0.006 0.133 0.094 -0.374
C 4.82006 -0.87635 -4.40373 -0.035 0.000 0.039 -0.094
C 4.43806 -1.37968 -5.63682 -0.030 -0.017 -0.022 -0.094
C 3.32205 -0.85933 -6.28529 -0.031 -0.116 0.054 -0.101
C 2.56257 0.12400 -5.67203 -0.126 -0.013 -0.026 -0.087
C 2.94693 0.62467 -4.43317 0.032 -0.111 0.023 -0.105
C 6.42029 1.35477 -3.04709 -0.086 0.256 -0.084 -0.366
C 7.52789 0.53911 -2.81746 -0.040 0.067 -0.008 -0.108
C 8.72800 0.74930 -3.49078 -0.051 -0.016 -0.011 -0.099
C 8.85269 1.78856 -4.40171 -0.037 0.034 0.057 -0.111
C 7.76555 2.62344 -4.63443 -0.052 -0.099 0.034 -0.098
C 6.56962 2.40408 -3.96398 -0.016 -0.019 0.070 -0.115
H 6.02718 -0.22783 -0.95584 0.031 -0.130 0.207 0.036
H 4.91663 0.78885 -0.05749 0.066 0.184 -0.117 0.026
H 3.70945 -1.60219 -1.44064 -0.123 -0.087 0.057 0.042
H 4.76793 -1.91873 -0.07076 0.110 -0.059 -0.131 0.064
H 2.00818 -1.86408 3.34877 -0.007 0.039 0.005 0.103
H 2.97384 -1.54834 5.57309 0.034 0.004 -0.077 0.101
H 5.20122 -0.47442 5.83042 -0.023 0.000 -0.042 0.092
H 6.41971 0.29095 3.81381 -0.016 -0.024 -0.024 0.093
H 5.44123 0.01777 1.59491 -0.068 -0.009 0.131 0.076
H 4.14708 -3.47933 1.53868 -0.042 0.006 0.070 0.101
H 3.38590 -5.78196 1.93600 -0.005 -0.003 -0.023 0.090
H 1.02629 -6.41060 1.49685 0.015 0.048 -0.003 0.097
H -0.54263 -4.71408 0.56170 0.033 0.047 0.018 0.102
H 0.26188 -2.45726 0.06769 -0.076 0.038 -0.010 0.053
H 5.71054 -1.26807 -3.92597 0.009 0.037 0.017 0.101
H 5.01969 -2.16814 -6.10495 -0.050 0.057 0.050 0.097
H 3.03568 -1.23963 -7.25909 -0.005 -0.001 0.031 0.095
H 1.66970 0.50436 -6.16107 0.106 -0.032 0.086 0.101
H 2.36303 1.39757 -3.94782 -0.009 0.033 -0.033 0.091
H 7.47007 -0.28225 -2.11400 0.017 -0.012 -0.054 0.087
H 9.56457 0.08183 -3.31281 -0.026 0.057 0.036 0.096
H 9.79254 1.95400 -4.91649 -0.047 -0.018 0.000 0.092
H 7.84914 3.43952 -5.34337 -0.017 -0.014 0.040 0.095
H 5.71365 3.05006 -4.14960 0.128 -0.035 0.003 0.096
C 4.10493 3.31458 2.24083 -0.025 -0.054 -0.096 -0.020
C 3.21819 3.69533 1.05819 -0.051 0.004 -0.101 -0.471
C 4.08554 4.37698 -0.00041 -0.053 -0.066 -0.068 -0.035
O 2.68414 2.49515 0.47027 0.322 -0.070 -0.224 -0.032
B 1.27759 2.48506 0.41586 2.339 2.135 0.695 -0.653
O 0.85501 3.70649 0.96195 0.050 0.145 0.074 -0.023
C 1.93882 4.51689 1.45621 -0.031 -0.168 -0.075 -0.463
C 1.83898 5.88617 0.79024 -0.039 -0.016 -0.131 -0.036
C 1.73604 4.71424 2.95474 -0.124 -0.055 -0.065 -0.020
H 5.01175 2.82385 1.86894 -0.097 0.006 0.049 0.076
H 3.57804 2.62358 2.89367 -0.007 -0.032 0.081 0.064
H 4.40591 4.20206 2.80690 0.010 -0.063 -0.039 0.084
H 4.92849 3.72327 -0.24017 -0.046 0.035 -0.004 0.067
H 4.47704 5.33124 0.36573 0.015 -0.048 -0.057 0.082
H 3.52669 4.54199 -0.92448 0.057 0.014 0.070 0.080
H 1.90644 5.81436 -0.29896 -0.016 0.056 0.123 0.077
H 2.62735 6.55126 1.15528 -0.048 0.002 -0.054 0.084
H 0.87024 6.32440 1.04479 0.081 0.016 -0.006 0.086
H 1.75277 3.76650 3.48188 0.026 -0.080 0.083 0.056
H 0.74834 5.16071 3.10210 0.085 0.002 0.022 0.080
H 2.49284 5.38379 3.37560 -0.040 -0.033 -0.025 0.083
```
Forces are in eV/Å.